Below is the molecule C19H18N4O4S2 at a distorted geometry, with properties calculated with ωB97M-V/def2-TZVPD.

Results
Energy above the lowest of the compared OMol25 structures with the same formula, charge and spin in kcal per mole: 50.28
Gap between HOMO and LUMO in eV: 7.9
E_tot in a.u.: -2051.0864
Multiplicity: 1
E_HOMO in eV: -8.006

Structure (XYZ):
```
47
Properties=species:S:1:pos:R:3:lowdin_charge:R:1
C -5.837 -0.781 -1.723 -0.04
C -5.689 -0.252 -0.328 -0.21
C -6.736 0.399 0.305 -0.05
C -6.586 0.890 1.590 -0.08
C -5.392 0.715 2.262 -0.05
C -4.324 0.057 1.665 -0.23
C -4.479 -0.407 0.358 -0.20
N -3.416 -1.078 -0.289 0.06
C -2.261 -0.504 -0.665 -0.61
N -1.333 -1.122 -1.318 0.01
N -0.280 -0.366 -1.606 -0.07
C -0.372 0.843 -1.186 -0.95
S 0.832 2.068 -1.402 0.93
C 2.164 1.032 -2.126 -0.37
C 2.804 0.204 -1.066 -0.20
C 2.551 -1.149 -0.947 0.05
C 3.135 -1.874 0.087 -0.14
C 3.952 -1.258 1.026 0.06
C 4.218 0.092 0.917 -0.10
C 3.657 0.824 -0.135 -0.17
O 3.899 2.147 -0.293 0.00
C 4.892 2.689 0.553 -0.20
O 4.821 2.225 1.852 -0.06
C 5.068 0.831 1.916 -0.13
H 4.825 0.529 2.936 0.14
H 6.136 0.629 1.732 0.14
H 4.715 3.767 0.576 0.15
H 5.883 2.475 0.108 0.15
H 4.371 -1.842 1.832 0.13
N 2.884 -3.286 0.195 -0.37
O 3.318 -3.859 1.174 0.07
O 2.265 -3.822 -0.698 0.09
H 1.890 -1.647 -1.639 0.12
H 2.864 1.752 -2.546 0.09
H 1.707 0.418 -2.898 0.09
S -1.880 1.199 -0.337 1.05
H -3.625 -1.951 -0.754 0.15
C -3.056 -0.157 2.433 -0.06
H -2.514 -1.024 2.063 0.08
H -3.279 -0.304 3.488 0.08
H -2.407 0.714 2.346 0.06
H -5.282 1.084 3.271 0.11
H -7.406 1.403 2.070 0.10
H -7.672 0.528 -0.217 0.11
H -6.771 -0.441 -2.161 0.08
H -5.838 -1.872 -1.724 0.09
H -5.014 -0.445 -2.353 0.08
```

Below is the molecule C16H16BF2NO3S at a distorted geometry, with properties calculated with ωB97M-V/def2-TZVPD.

Results
Gap between HOMO and LUMO in eV: 8.2
E_tot in a.u.: -1522.5291
Multiplicity: 1
E_HOMO in eV: -8.045

Structure (XYZ):
```
40
Properties=species:S:1:pos:R:3:lowdin_charge:R:1
C -2.190 -3.154 -5.159 -0.10
C -1.676 -2.165 -4.006 -0.18
C -2.085 -2.694 -2.588 -0.28
F -1.349 -3.866 -2.207 -0.04
C -1.984 -1.655 -1.432 -0.08
C -2.978 -1.773 -0.341 -0.01
C -2.982 -0.890 0.838 -0.01
C -1.955 0.172 0.972 -0.22
C -0.986 0.302 -0.142 -0.32
C -0.985 -0.588 -1.313 -0.24
O 0.000 -0.401 -2.286 -0.01
S 0.225 1.667 0.043 1.01
C 0.545 1.585 1.851 -0.35
C -0.616 1.240 2.683 -0.21
C -0.364 1.162 4.145 0.06
C 0.993 1.396 4.666 -0.20
F 1.172 1.268 6.037 0.01
C 2.136 1.752 3.806 0.05
C 1.893 1.861 2.356 -0.07
B 3.080 2.274 1.349 -0.55
O 2.843 3.299 0.374 0.06
O 4.365 1.704 1.378 0.01
C 5.330 2.715 0.968 -0.08
N -1.955 1.006 2.159 0.06
H -3.011 -3.830 -4.800 0.07
H -2.504 -2.504 -6.021 0.07
H -1.361 -3.836 -5.512 0.08
H -1.959 -1.101 -4.201 0.12
H -0.547 -2.228 -4.055 0.11
H -3.159 -3.034 -2.668 0.14
H -3.768 -2.561 -0.395 0.11
H -3.738 -1.014 1.658 0.11
H 0.574 -1.188 -2.221 0.12
H -1.210 0.915 4.827 0.12
H 3.137 1.917 4.263 0.12
H 2.589 2.892 -0.478 0.09
H 5.162 3.709 1.461 0.10
H 6.374 2.397 1.265 0.10
H 5.348 2.828 -0.154 0.10
H -2.403 0.421 2.879 0.12
```

Below is C3H2LiO3Yb as an isolated structure at a distorted geometry, with properties calculated with ωB97M-V/def2-TZVPD.

Results
Energy above the lowest of the compared OMol25 structures with the same formula, charge and spin in kcal per mole: 78.32
Gap between HOMO and LUMO (spin up / spin down) in eV: 3.0 / 4.9
E_tot in a.u.: -1507.1585
Multiplicity: 2
E_HOMO (spin up / spin down) in eV: -4.302 / -6.181

Structure (XYZ):
```
10
Properties=species:S:1:pos:R:3:lowdin_charge:R:1
O 2.367 -1.863 -1.481 -0.13
O 0.134 -1.005 -3.002 -0.24
C -1.068 -0.632 -3.492 -0.47
C 0.342 -1.075 -1.585 -0.41
O -1.960 -0.377 -2.644 -0.38
C 1.102 -2.179 -1.233 -0.25
Li -1.161 -0.546 -5.573 0.75
H 1.032 -2.699 -0.263 0.10
H 1.878 -0.580 -1.634 0.24
Yb -1.782 -0.453 -0.433 0.78
```

Below is a 9-piece molecular cluster, C41H55NO26 overall at a distorted geometry, with properties calculated with ωB97M-V/def2-TZVPD.

Results
Gap between HOMO and LUMO in eV: 9.2
E_tot in a.u.: -3606.3391
Multiplicity: 1
E_HOMO in eV: -9.809

Structure (XYZ):
```
123
Properties=species:S:1:pos:R:3:lowdin_charge:R:1
C 4.979 -1.400 1.504 -0.12
C 3.421 -1.221 1.363 -0.26
C 3.038 0.249 0.902 -0.20
C 2.290 1.047 2.065 -0.20
C 1.433 2.203 1.362 -0.17
C -0.048 1.653 1.063 -0.18
C -0.377 1.797 -0.464 -0.20
C -1.724 1.126 -0.935 -0.18
C -1.947 -0.348 -0.462 -0.13
N -2.274 -0.523 0.978 0.04
C -3.328 0.238 1.549 -0.35
O -3.558 1.429 1.562 0.10
C -4.321 -0.649 2.352 -0.05
C -5.489 -0.320 3.129 0.01
C -6.162 -1.456 3.795 -0.04
C -5.607 -2.795 3.657 -0.05
C -4.420 -3.116 2.853 0.01
C -3.772 -2.001 2.192 -0.06
C -2.526 -1.919 1.288 -0.35
O -1.892 -2.855 0.874 0.11
H 5.536 -1.161 0.563 0.07
H 5.167 -2.471 1.798 0.07
H 5.334 -0.728 2.334 0.08
H 2.950 -1.950 0.646 0.09
H 2.960 -1.423 2.364 0.10
H 3.925 0.837 0.515 0.10
H 2.274 0.169 0.074 0.09
H 1.656 0.321 2.634 0.10
H 3.022 1.472 2.811 0.10
H 1.955 2.407 0.393 0.10
H 1.430 3.059 2.079 0.09
H -0.727 2.347 1.633 0.10
H -0.061 0.607 1.450 0.10
H -0.494 2.904 -0.658 0.12
H 0.445 1.462 -1.150 0.10
H -2.592 1.812 -0.719 0.11
H -1.677 1.088 -2.062 0.10
H -0.993 -0.907 -0.683 0.14
H -2.737 -0.877 -1.075 0.14
H -5.827 0.733 3.210 0.11
H -7.079 -1.222 4.383 0.10
H -6.117 -3.632 4.180 0.10
H -3.995 -4.138 2.768 0.12
O 6.158 1.944 0.704 0.15
C 6.134 2.618 -0.278 -0.56
O 6.329 3.963 -0.292 0.06
C 6.451 4.360 -1.658 -0.12
C 5.729 3.265 -2.386 -0.13
O 5.906 2.140 -1.529 0.06
H 6.002 5.339 -1.820 0.13
H 7.511 4.409 -1.919 0.13
H 4.659 3.465 -2.489 0.14
H 6.148 3.073 -3.369 0.11
O -8.148 -5.175 -1.019 0.15
C -6.958 -5.231 -1.046 -0.55
O -6.149 -4.853 -0.022 0.06
C -4.829 -5.280 -0.346 -0.13
C -4.866 -5.379 -1.845 -0.12
O -6.234 -5.680 -2.106 0.06
H -4.089 -4.561 0.007 0.12
H -4.642 -6.245 0.132 0.14
H -4.611 -4.435 -2.333 0.13
H -4.214 -6.162 -2.229 0.14
O -10.652 -9.677 2.319 0.16
C -10.684 -9.012 1.333 -0.56
O -10.487 -7.667 1.306 0.06
C -10.375 -7.281 -0.063 -0.13
C -11.104 -8.382 -0.781 -0.13
O -10.922 -9.500 0.084 0.06
H -10.825 -6.304 -0.230 0.14
H -9.319 -7.234 -0.331 0.11
H -12.175 -8.182 -0.879 0.13
H -10.691 -8.583 -1.769 0.13
O 0.742 2.374 -4.074 0.16
C -0.253 2.985 -4.308 -0.55
O -1.365 2.971 -3.523 0.03
C -2.238 3.989 -4.007 -0.12
C -1.803 4.148 -5.438 -0.13
O -0.426 3.784 -5.393 0.07
H -3.279 3.682 -3.918 0.14
H -2.083 4.896 -3.418 0.14
H -2.327 3.467 -6.113 0.13
H -1.924 5.168 -5.801 0.14
O 0.808 6.668 3.649 0.16
C 0.139 5.775 4.062 -0.56
O -0.484 4.858 3.278 0.06
C -0.985 3.836 4.134 -0.14
C -1.115 4.540 5.454 -0.12
O -0.103 5.541 5.383 0.05
H -1.937 3.454 3.766 0.13
H -0.262 3.016 4.166 0.13
H -2.086 5.028 5.575 0.13
H -0.946 3.875 6.300 0.14
O 8.862 3.064 -4.403 0.16
C 8.426 2.006 -4.738 -0.55
O 8.998 1.197 -5.667 0.07
C 8.313 -0.055 -5.619 -0.11
C 6.979 0.318 -5.039 -0.12
O 7.288 1.456 -4.239 0.03
H 8.230 -0.493 -6.612 0.14
H 8.873 -0.739 -4.976 0.14
H 6.256 0.611 -5.805 0.14
H 6.549 -0.476 -4.433 0.12
O 3.149 1.824 5.745 0.16
C 3.446 2.932 6.061 -0.56
O 4.449 3.243 6.924 0.07
C 4.636 4.654 6.865 -0.13
C 3.303 5.148 6.378 -0.13
O 2.821 4.052 5.605 0.05
H 4.897 5.052 7.845 0.13
H 5.446 4.873 6.165 0.14
H 2.602 5.340 7.194 0.13
H 3.387 6.045 5.766 0.14
O 5.821 -3.158 -5.556 0.16
C 4.738 -2.899 -5.133 -0.56
O 3.787 -3.821 -4.837 0.07
C 2.736 -3.143 -4.151 -0.12
C 2.899 -1.722 -4.613 -0.12
O 4.296 -1.637 -4.885 0.04
H 1.766 -3.561 -4.416 0.13
H 2.889 -3.254 -3.074 0.14
H 2.346 -1.513 -5.532 0.14
H 2.606 -0.998 -3.853 0.14
```

Below is the molecule C6H9NO at a distorted geometry, with properties calculated with ωB97M-V/def2-TZVPD.

Results
Energy above the lowest of the compared OMol25 structures with the same formula, charge and spin in kcal per mole: 270.56
Gap between HOMO and LUMO in eV: 9.0
E_tot in a.u.: -363.5931
Multiplicity: 1
E_HOMO in eV: -8.070

Structure (XYZ):
```
17
Properties=species:S:1:pos:R:3:lowdin_charge:R:1
C -2.210 0.613 -0.133 0.06
C -2.030 -0.771 -0.085 -0.01
C -0.408 -1.151 -0.132 -0.15
C 1.342 -1.286 -0.246 -0.15
N 1.672 0.058 -0.013 -0.07
C 0.918 1.473 -0.251 -0.07
C -0.506 0.943 0.017 -0.32
O -0.323 0.029 -0.926 -0.25
H -2.975 1.164 0.273 0.04
H -2.837 -1.486 -0.014 0.07
H -0.127 -1.099 0.981 0.11
H 1.654 -1.697 0.719 0.11
H 1.503 -1.726 -1.262 0.12
H 2.298 0.163 0.930 0.17
H 1.411 2.272 0.297 0.10
H 0.969 1.714 -1.333 0.11
H -0.349 0.786 1.178 0.15
```

Below is C15H8CuN3O5 as an isolated structure at a distorted geometry, with properties calculated with ωB97M-V/def2-TZVPD.

Results
Energy above the lowest of the compared OMol25 structures with the same formula, charge and spin in kcal per mole: 2.29
Gap between HOMO and LUMO (spin up / spin down) in eV: 8.0 / 8.2
Net charge: +1
E_tot in a.u.: -2757.0312
Multiplicity: 2
E_HOMO (spin up / spin down) in eV: -11.780 / -12.366

Structure (XYZ):
```
32
Properties=species:S:1:pos:R:3:lowdin_charge:R:1
O 0.701 -1.782 -2.646 0.18
C 0.347 -1.372 -1.637 0.01
Cu 0.044 -0.254 -0.021 -0.07
C -0.107 1.558 1.712 0.04
O -0.342 2.252 2.589 0.15
C 1.259 1.642 -0.826 -0.21
O 1.597 2.687 -0.416 0.09
C -1.368 1.071 -1.157 0.04
O -2.323 1.464 -1.638 0.18
C 1.881 -0.552 0.695 0.01
O 2.763 -0.898 1.347 0.19
H 1.521 1.187 -1.849 0.11
N -5.886 -8.742 3.383 0.18
C -5.274 -7.787 3.102 -0.16
C -4.551 -6.580 2.748 -0.21
C -3.149 -6.568 2.645 0.00
C -2.472 -5.402 2.256 0.01
C -3.194 -4.220 2.081 -0.19
C -4.589 -4.196 2.254 0.00
C -5.267 -5.383 2.562 0.00
N -2.532 -2.972 1.906 -0.01
C -2.962 -1.787 2.504 -0.01
C -2.217 -0.777 1.980 -0.10
N -1.308 -1.319 1.085 0.00
C -1.518 -2.643 1.065 -0.08
H -2.599 -7.494 2.844 0.13
H -1.389 -5.411 2.114 0.12
H -5.164 -3.275 2.087 0.13
H -6.363 -5.381 2.648 0.13
H -3.739 -1.755 3.240 0.13
H -2.299 0.269 2.215 0.09
H -1.034 -3.386 0.444 0.15
```